Record 1
ORCA calculation (ωB97M-V with the def2-TZVPD basis set) on a cluster of 2 separate species, C6H12O in total.

SMILES string: C=CCCO.C=C
Energy relative to the best compared isomer or geometry (same formula, charge and spin) (kcal per mole): 48.8
Maximum force (eV/A): 0.390

Atoms and positions in Å:
C (-0.752, -0.846, -1.641)
C (-1.287, -0.022, -0.741)
C (1.558, 2.008, -0.754)
H (-1.919, 0.792, -1.100)
H (-0.557, 0.843, 1.053)
C (2.121, 1.522, 0.347)
H (0.944, 1.383, -1.396)
C (-0.355, -1.290, 1.277)
H (2.736, 2.136, 1.000)
O (-1.078, -2.492, 1.109)
C (-1.097, -0.065, 0.753)
H (-1.326, -2.554, 0.177)
H (-0.091, -1.668, -1.367)
H (0.641, -1.356, 0.808)
H (-2.081, -0.017, 1.238)
H (-0.938, -0.716, -2.704)
H (1.994, 0.481, 0.638)
H (-0.195, -1.186, 2.355)
H (1.684, 3.046, -1.051)

Mulliken atomic charge list, values in e, 4 entries: C -0.8106; C -0.1923; C -0.3905; H 0.3180


Record 2
ORCA calculation (ωB97M-V with the def2-TZVPD basis set) on a cluster of 2 separate species, C5H11INO in total.

Energy relative to the best compared isomer or geometry (same formula, charge and spin) (kcal per mole): 43.9
Net charge: +1
Maximum force (eV/A): 4.290
⟨S²⟩: 2.011
Multiplicity: 3

Atoms and positions in Å:
C (-0.666, 1.782, 0.497)
H (-0.687, 0.422, -1.387)
H (0.022, -2.448, -0.478)
H (1.655, -1.859, -1.033)
H (2.431, 0.528, -0.845)
C (-0.531, 0.458, -0.251)
H (0.570, -0.774, 1.029)
I (-4.057, 0.333, -0.167)
H (-0.292, 2.572, -0.027)
C (1.990, 0.194, 0.095)
O (-2.242, -1.607, 1.098)
H (-1.679, 2.075, 0.698)
C (-2.276, -0.624, 0.471)
N (0.640, -0.420, 0.106)
C (0.552, -1.604, -0.847)
H (-0.157, 1.681, 1.421)
H (2.737, -0.500, 0.397)
H (-0.008, -1.147, -1.702)
H (1.999, 0.938, 0.924)

Mulliken atomic charge list, values in e, 4 entries: C -1.2644; H 0.3277; H 0.3391; H 0.3494


Record 3
ORCA calculation (ωB97M-V with the def2-TZVPD basis set) on a cluster of 2 separate species, C3H5ClNO2 in total.

Energy relative to the best compared isomer or geometry (same formula, charge and spin) (kcal per mole): 30.8
Net charge: -1
Maximum force (eV/A): 3.871

Atoms and positions in Å:
H (0.357, -0.632, -1.337)
O (-0.420, -2.158, 0.118)
N (2.203, -0.665, -0.800)
C (0.622, 1.067, 0.102)
H (0.957, 0.919, 1.056)
H (-1.899, -1.925, 1.411)
O (-2.100, -0.756, -0.362)
Cl (3.450, -0.308, 0.322)
C (-1.482, -1.566, 0.342)
C (1.093, -0.086, -0.777)
H (1.099, 2.055, -0.267)
H (-0.390, 0.937, 0.226)

Mulliken atomic charge list, values in e, 4 entries: H 0.5207; O -0.5868; N -0.4349; C -1.1096